Here is C15H12N3O5S5Ti as an isolated structure from the Open Molecules 2025 dataset. Energies are from the ωB97M-V functional and the def2-TZVPD basis.

Its spin multiplicity is 2. Its lowest unoccupied orbital energy (spin up / spin down) is 4.32 / 4.32 eV. Its charge is -2. The molar mass comes out at 522.48 u.

```
41
Properties=species:S:1:pos:R:3:nbo_charge:R:1
Ti -0.93 0.82 0.00 1.434
C 2.16 0.58 2.99 -0.665
C 1.17 0.08 1.98 0.471
O 0.82 0.94 1.08 -0.772
C 0.61 -1.17 2.07 -0.502
C -0.40 -1.51 1.09 0.270
C -1.73 -2.02 1.56 -0.659
N -0.25 -1.36 -0.20 -0.357
N 1.04 -1.22 -0.70 -0.379
C 1.19 -0.17 -1.44 0.517
O 0.31 0.79 -1.57 -0.764
C 2.47 -0.02 -2.18 -0.006
C 3.41 -1.05 -2.23 -0.193
C 4.60 -0.87 -2.91 -0.236
C 4.88 0.33 -3.55 -0.237
C 3.95 1.36 -3.51 -0.229
C 2.75 1.18 -2.82 -0.199
H 1.73 1.41 3.55 0.221
H 2.47 -0.21 3.68 0.197
H 3.04 0.95 2.46 0.217
H 0.76 -1.78 2.94 0.204
H -1.57 -2.79 2.31 0.210
H -2.32 -1.23 2.03 0.245
H -2.31 -2.43 0.73 0.241
H 3.18 -1.97 -1.72 0.233
H 5.33 -1.68 -2.95 0.195
H 5.81 0.47 -4.09 0.193
H 4.15 2.30 -4.00 0.198
H 2.01 1.97 -2.77 0.239
S -7.21 -2.90 1.03 -0.298
C -6.21 -1.60 0.66 -0.580
S -6.41 -0.01 1.28 0.456
C -5.05 0.81 0.50 -0.359
C -4.30 -0.04 -0.27 -0.479
S -2.92 0.32 -1.31 -0.245
S -4.86 -1.69 -0.38 0.470
S -4.92 2.49 0.81 -0.427
O -1.73 3.70 2.23 -0.381
N -1.63 2.76 1.49 0.745
O -1.71 1.56 1.89 -0.495
O -1.37 2.89 0.24 -0.492
```